Record 1
{
  "formula": "C6H18N2O",
  "method": "wB97M-V/def2-TZVPD",
  "e_tot_ha": -424.0806,
  "orbital_gap_ev": 9.63,
  "homo_energy_ev": -8.79,
  "max_force_ev_per_a": 3.3,
  "smiles": "CCN(C)N.CC(C)O",
  "symbols": ["C", "C", "C", "O", "H", "H", "H", "H", "H", "H", "H", "H", "C", "C", "C", "N", "N", "H", "H", "H", "H", "H", "H", "H", "H", "H", "H"],
  "coordinates": [[-1.07705, 0.96973, -2.05728], [-1.03090, -0.74446, -2.17648], [0.36492, 1.46671, -2.02017], [-1.81834, 1.40239, -1.00407], [-1.47314, 0.85821, -0.09076], [-1.57985, 1.25378, -2.98989], [0.37319, 2.55741, -2.05954], [-2.04676, -1.12547, -2.07079], [-0.26460, -1.27555, -1.61320], [-0.72923, -0.90483, -3.20948], [0.83512, 1.15466, -1.08710], [0.93350, 1.07757, -2.86263], [1.08377, -0.91004, 1.92829], [0.23311, 1.34469, 2.18133], [1.44413, -1.99654, 0.92222], [0.35047, 0.18979, 1.30719], [-0.95518, -0.19033, 0.88598], [-1.50875, -0.59619, 1.64964], [-0.89754, -0.84629, 0.05317], [2.00005, -0.48313, 2.33826], [0.51275, -1.34360, 2.76964], [1.23177, 1.72215, 2.39861], [-0.27593, 1.10793, 3.12932], [-0.32783, 2.11820, 1.65975], [2.11954, -2.71535, 1.38271], [0.56328, -2.53613, 0.57615], [1.93948, -1.55532, 0.05913]]
}

Record 2
{
  "formula": "C6H18N2O2",
  "method": "wB97M-V/def2-TZVPD",
  "e_tot_ha": -499.3601,
  "orbital_gap_ev": 9.62,
  "homo_energy_ev": -9.03,
  "max_force_ev_per_a": 2.4,
  "smiles": "[H]/N=C/NCCCCC.O.O",
  "symbols": ["C", "C", "C", "C", "C", "N", "C", "N", "H", "H", "H", "H", "H", "H", "H", "H", "H", "H", "H", "H", "H", "H", "H", "H", "O", "H", "H", "O"],
  "coordinates": [[2.02837, 1.07699, -0.74787], [1.66256, 0.46018, -2.10617], [0.17198, 0.49373, -2.43156], [-0.73927, -0.42774, -1.60717], [-1.57044, 0.27713, -0.46763], [-2.26626, -0.78183, 0.28612], [-1.56418, -1.23223, 1.40016], [-1.28741, -2.45073, 1.49734], [1.32650, 0.75114, -0.00392], [2.04307, 2.15611, -0.81055], [3.03035, 0.74097, -0.49175], [2.02012, -0.57007, -2.08780], [2.10654, 0.97200, -2.93834], [0.06032, 0.18910, -3.47043], [-0.21529, 1.51733, -2.41178], [-1.47893, -0.86894, -2.28234], [-0.14047, -1.20850, -1.13207], [-0.74182, 0.74406, 0.06064], [-2.22246, 0.97843, -0.98306], [-2.52950, -1.47253, -0.39241], [-1.43467, -0.39862, 2.09585], [-0.91159, -2.87594, 2.32729], [0.96254, 2.57531, 1.91059], [-0.43537, 3.09209, 2.18093], [0.05081, 2.28043, 2.00087], [-0.02966, -1.87850, 3.82269], [1.18424, -2.27792, 2.98041], [0.91990, -1.86146, 3.80195]]
}

Record 3
{
  "formula": "C6H18N2O2",
  "method": "wB97M-V/def2-TZVPD",
  "e_tot_ha": -499.2719,
  "orbital_gap_ev": 10.09,
  "homo_energy_ev": -9.14,
  "max_force_ev_per_a": 7.0,
  "smiles": "[H]/N=C/NCCCCC.O.O",
  "symbols": ["C", "C", "C", "C", "C", "N", "C", "N", "H", "H", "H", "H", "H", "H", "H", "H", "H", "H", "H", "H", "H", "H", "H", "H", "O", "H", "H", "O"],
  "coordinates": [[-1.60122, -2.70075, -0.42856], [-1.09083, -1.51494, -1.37319], [0.35309, -1.49394, -1.98999], [1.46700, -0.59737, -1.45902], [1.86711, -0.95506, 0.02054], [1.15722, 0.02848, 0.92646], [2.03257, 1.12057, 0.89889], [1.44645, 2.24675, 0.38561], [-0.93234, -3.54191, -0.42017], [-2.52051, -3.18895, -0.81033], [-1.78793, -2.38944, 0.66361], [-1.19409, -0.56631, -0.98712], [-1.84162, -1.41594, -2.33994], [0.24172, -1.12362, -3.07545], [0.82696, -2.51782, -2.06540], [2.36064, -0.71473, -2.02285], [1.29832, 0.49931, -1.62774], [1.53947, -1.94406, 0.41673], [3.01473, -0.92939, 0.13337], [0.15025, 0.33078, 0.55023], [3.03205, 0.82733, 1.30378], [1.87139, 3.10715, 0.44726], [-2.48434, 1.18940, 1.91647], [-2.34870, 1.63684, 3.27514], [-2.58207, 1.94829, 2.46839], [-1.16221, 1.45841, -0.42011], [-1.65978, 2.51775, 0.49157], [-1.76744, 1.51264, 0.20343]]
}

Record 4
{
  "formula": "C6H18N4Ti",
  "method": "wB97M-V/def2-TZVPD",
  "e_tot_ha": -1306.8540,
  "multiplicity": 2,
  "orbital_gap_ev": [9.09, 10.31],
  "homo_energy_ev": [-22.56, -23.31],
  "max_force_ev_per_a": 0.7,
  "s_squared": 0.75,
  "charge": 3,
  "symbols": ["Ti", "N", "C", "C", "N", "C", "C", "N", "C", "C", "N", "H", "H", "H", "H", "H", "H", "H", "H", "H", "H", "H", "H", "H", "H", "H", "H", "H", "H"],
  "coordinates": [[-0.04608, -1.38775, 0.23968], [-0.06264, -0.90415, 2.30481], [0.40660, 0.54376, 2.34708], [-0.25104, 1.31587, 1.21684], [0.00335, 0.63955, -0.11267], [1.36664, 0.97668, -0.68094], [1.90044, -0.16447, -1.52445], [1.86285, -1.44557, -0.70683], [-1.10484, 0.90336, -1.11713], [-2.29415, -0.01344, -0.89085], [-1.82485, -1.46841, -0.90265], [0.51183, -1.46588, 2.94253], [-1.00024, -0.96372, 2.71890], [0.15932, 0.98126, 3.31413], [1.49450, 0.52887, 2.26761], [-1.33219, 1.36417, 1.36018], [0.11691, 2.34335, 1.17874], [1.29783, 1.89819, -1.26285], [2.02860, 1.17829, 0.16286], [1.31204, -0.34019, -2.42623], [2.92276, 0.03971, -1.84304], [2.05022, -2.24878, -1.31664], [2.66769, -1.45464, -0.06967], [-1.40333, 1.95157, -1.04604], [-0.68154, 0.75450, -2.11184], [-2.78877, 0.15605, 0.06596], [-3.03812, 0.12709, -1.67490], [-2.57786, -2.07435, -0.55739], [-1.69595, -1.77092, -1.87516]]
}

Record 5
{
  "formula": "C6H18N4W",
  "method": "wB97M-V/def2-TZVPD",
  "e_tot_ha": -523.6074,
  "multiplicity": 3,
  "orbital_gap_ev": [8.95, 10.00],
  "homo_energy_ev": [-27.17, -28.41],
  "max_force_ev_per_a": 0.7,
  "s_squared": 2.01,
  "charge": 4,
  "symbols": ["W", "N", "C", "C", "N", "C", "C", "N", "C", "C", "N", "H", "H", "H", "H", "H", "H", "H", "H", "H", "H", "H", "H", "H", "H", "H", "H", "H", "H"],
  "coordinates": [[0.19140, -0.16527, 0.09382], [1.31032, -1.36266, -1.25626], [2.61922, -1.81394, -0.59543], [2.29861, -2.19361, 0.84030], [1.29511, -1.17871, 1.41585], [1.85336, 0.11509, 2.02243], [2.17377, 1.25260, 0.96052], [0.94799, 1.76825, 0.18462], [0.05945, -1.81245, 2.06757], [-1.03617, -2.24532, 1.01084], [-1.67134, -1.07747, 0.23139], [0.77771, -2.19350, -1.55452], [1.51790, -0.87877, -2.14443], [3.33023, -0.99355, -0.68643], [3.02312, -2.66105, -1.15683], [3.18108, -2.20464, 1.48434], [1.81686, -3.16991, 0.91320], [2.79843, -0.08963, 2.53871], [1.14327, 0.47063, 2.77746], [2.93665, 0.97014, 0.23345], [2.58688, 2.07723, 1.55491], [1.21890, 2.28911, -0.66499], [0.41228, 2.44018, 0.76225], [-0.34568, -1.12077, 2.81432], [0.34939, -2.72848, 2.59478], [-1.81559, -2.74385, 1.60132], [-0.67571, -2.98271, 0.28896], [-2.37938, -0.60108, 0.81663], [-2.17676, -1.39995, -0.60935]]
}

Record 6
{
  "formula": "C6H18NO3",
  "method": "wB97M-V/def2-TZVPD",
  "e_tot_ha": -519.9030,
  "orbital_gap_ev": 7.29,
  "homo_energy_ev": -3.71,
  "max_force_ev_per_a": 1.3,
  "charge": -1,
  "symbols": ["C", "C", "C", "C", "C", "N", "C", "O", "H", "H", "H", "H", "H", "H", "H", "H", "H", "H", "H", "H", "H", "H", "H", "H", "O", "H", "H", "O"],
  "coordinates": [[-1.90116, 0.40952, 1.10873], [-0.71287, 0.27873, 0.14582], [0.58908, -0.04793, 0.90815], [0.47338, -1.32125, 1.74192], [1.74442, -1.79747, 2.44951], [-0.52702, 1.48851, -0.65369], [-0.97159, 1.31831, -2.15962], [-1.69626, 0.24914, -2.42757], [-2.29442, -0.55358, 1.43639], [-2.69110, 0.78825, 0.45141], [-1.72452, 1.08662, 1.94588], [-0.91989, -0.55770, -0.51668], [1.43679, -0.18585, 0.23616], [0.78113, 0.80491, 1.57418], [0.18506, -2.10205, 1.02129], [-0.32905, -1.32981, 2.48206], [1.67833, -2.86458, 2.64695], [2.64460, -1.60606, 1.85956], [1.89139, -1.20159, 3.35133], [-1.09858, 2.22248, -0.25226], [-0.01151, 1.37670, -2.71907], [-1.54668, 2.26887, -2.31326], [1.35310, 1.95667, -0.98432], [2.54286, 2.21902, -1.93102], [2.33006, 1.98924, -1.01089], [-1.04220, -1.17655, -2.97096], [0.27075, -1.71478, -2.42800], [-0.45410, -1.99779, -2.99201]]
}

Record 7
{
  "formula": "C6H18NO3Si",
  "method": "wB97M-V/def2-TZVPD",
  "e_tot_ha": -809.2098,
  "orbital_gap_ev": 11.87,
  "homo_energy_ev": -14.37,
  "max_force_ev_per_a": 5.7,
  "smiles": "CC[C@H]([N+](C)(C)C)[Si](O)(O)O",
  "charge": 1,
  "symbols": ["C", "C", "C", "C", "C", "C", "N", "O", "O", "O", "Si", "H", "H", "H", "H", "H", "H", "H", "H", "H", "H", "H", "H", "H", "H", "H", "H", "H", "H"],
  "coordinates": [[-0.94583, -2.65945, -0.40355], [0.76640, 1.25849, 1.30729], [1.19994, 1.81876, -1.03977], [2.18407, -0.07168, -0.06058], [-0.30256, -1.48070, 0.36407], [-0.26050, -0.16766, -0.38777], [0.97179, 0.75924, -0.05700], [-2.24096, 0.36532, 1.60691], [-1.91232, 2.09899, -0.27025], [-3.24782, -0.28418, -0.73172], [-2.02128, 0.50205, 0.02964], [-2.10868, -2.43429, -0.43211], [-0.63466, -2.68256, -1.48724], [-0.91137, -3.63720, 0.18635], [0.39512, 0.54730, 2.02058], [1.62333, 1.66241, 1.57664], [-0.11388, 1.89213, 1.41758], [1.58539, 1.51332, -1.91775], [0.22672, 2.41972, -1.24294], [1.77167, 2.65484, -0.71352], [2.76018, -0.25672, -1.06092], [2.85210, 0.60860, 0.47803], [2.10754, -0.97836, 0.54267], [0.57388, -2.00568, 0.55997], [-0.77974, -1.45553, 1.26905], [0.00778, -0.49942, -1.48983], [-3.04162, 0.56473, 2.08997], [-2.47050, 2.61460, -0.86676], [-3.13154, -0.82014, -1.45131]]
}

Record 8
{
  "formula": "C6H18O3",
  "method": "wB97M-V/def2-TZVPD",
  "e_tot_ha": -465.0477,
  "orbital_gap_ev": 10.27,
  "homo_energy_ev": -9.65,
  "max_force_ev_per_a": 2.0,
  "smiles": "CCO.CCO.CCO",
  "symbols": ["C", "C", "O", "H", "H", "H", "H", "H", "H", "C", "C", "O", "H", "H", "H", "H", "H", "H", "C", "C", "O", "H", "H", "H", "H", "H", "H"],
  "coordinates": [[1.03343, -1.17833, -0.45112], [1.35854, -1.20310, -1.93940], [1.99797, -0.00259, -2.30468], [1.77404, -1.54920, 0.25744], [0.23142, -1.89552, -0.27640], [0.72555, -0.24583, 0.02190], [0.39274, -1.15193, -2.44210], [1.96114, -2.03732, -2.29864], [1.39491, 0.73731, -2.20240], [0.85994, -1.09498, 3.71782], [-0.64197, -0.75815, 3.90920], [-1.40041, -0.90251, 2.67713], [1.27296, -0.25656, 3.15695], [1.09254, -1.87033, 2.98786], [1.41111, -1.13229, 4.65745], [-0.73911, 0.28281, 4.21754], [-1.10813, -1.43723, 4.62309], [-2.28392, -1.22179, 2.87480], [-0.91917, 2.32914, -3.21720], [-0.87316, 1.87475, -1.77170], [-1.32057, 0.54296, -1.76193], [-0.41688, 1.81072, -4.03392], [-0.53135, 3.34782, -3.21624], [-1.93923, 2.39343, -3.59594], [-1.45898, 2.51959, -1.11666], [0.12810, 1.75156, -1.35891], [-2.00151, 0.34767, -1.11404]]
}